(1)
This record from the OMol25 dataset describes a cluster of 17 separate species, C2H37O17 in total in a non-equilibrium geometry. The level of theory is ωB97M-V/def2-TZVPD.

The geometry in XYZ format:
```
56
C2H37O17 | the OMol25 dataset | ωB97M-V/def2-TZVPD
C 1.32 0.03 1.01
C 0.32 -0.90 0.13
O 0.00 -0.19 -1.09
H 1.26 -0.30 2.06
H 0.86 1.04 0.91
H 2.30 -0.05 0.64
H -0.64 -1.06 0.63
H 0.76 -1.83 -0.13
O 0.88 -0.73 -3.54
H 0.98 0.10 -4.01
H 0.56 -0.48 -2.65
O -2.92 -2.70 1.89
H -3.34 -3.07 2.63
H -2.33 -2.01 2.14
O -0.16 3.45 2.29
H -0.63 3.82 1.47
H 0.22 4.23 2.72
O -1.57 -1.57 -3.82
H -1.81 -1.62 -2.92
H -0.73 -1.14 -3.87
O 3.43 0.12 -1.96
H 3.67 0.64 -1.20
H 2.61 -0.30 -1.72
O 1.61 3.45 0.06
H 0.94 3.00 0.60
H 2.24 2.75 -0.21
O -2.23 -1.51 -1.25
H -1.57 -0.84 -1.10
H -2.96 -1.18 -0.72
O 1.91 1.76 4.00
H 1.46 2.10 3.17
H 2.77 1.70 3.63
O 4.25 2.00 -0.21
H 5.11 2.41 -0.40
H 3.94 2.34 0.64
O -0.38 -1.91 3.45
H 0.21 -1.96 2.72
H -0.11 -1.15 4.01
O -1.45 -3.98 -0.04
H -1.65 -3.08 -0.40
H -1.77 -3.72 0.79
O -2.30 -0.06 2.89
H -2.05 0.75 3.32
H -1.65 -0.72 3.16
O -2.36 1.05 -2.98
H -1.63 1.63 -2.70
H -2.01 0.50 -3.67
O 0.15 -3.59 -2.64
H -0.23 -3.82 -1.82
H -0.13 -2.72 -2.87
O -0.19 2.16 -2.16
H -0.16 1.29 -1.69
H 0.06 2.76 -1.52
O -1.71 1.39 0.72
H -2.05 0.85 1.43
H -1.10 0.87 0.19
```

Properties
E_LUMO   1.73 eV
E_HOMO   -6.13 eV
Kohn-Sham gap   0.2886 hartree
Net charge   -1

Here is what Löwdin gives for the atomic charges, in e: atom 1 (C): -0.04, atom 2 (C): -0.30, atom 3 (O): -0.38, atom 4 (H): 0.05, atom 5 (H): 0.05, atom 6 (H): 0.03, atom 7 (H): 0.07, atom 8 (H): 0.09, atom 9 (O): -0.06, atom 10 (H): 0.06, atom 11 (H): 0.00, atom 12 (O): 0.00, atom 13 (H): 0.04, atom 14 (H): -0.02, atom 15 (O): -0.10, atom 16 (H): 0.10, atom 17 (H): 0.06, atom 18 (O): -0.05, atom 19 (H): -0.04, atom 20 (H): -0.04, atom 21 (O): -0.05, atom 22 (H): -0.05, atom 23 (H): -0.01, atom 24 (O): -0.07, atom 25 (H): -0.02, atom 26 (H): 0.02, atom 27 (O): -0.05, atom 28 (H): -0.02, atom 29 (H): 0.08, atom 30 (O): -0.07, atom 31 (H): 0.02, atom 32 (H): 0.01, atom 33 (O): -0.04, atom 34 (H): 0.08, atom 35 (H): 0.04, atom 36 (O): -0.02, atom 37 (H): 0.03, atom 38 (H): 0.08, atom 39 (O): -0.07, atom 40 (H): 0.01, atom 41 (H): -0.05, atom 42 (O): -0.04, atom 43 (H): 0.05, atom 44 (H): -0.01, atom 45 (O): -0.08, atom 46 (H): -0.03, atom 47 (H): -0.01, atom 48 (O): -0.03, atom 49 (H): -0.02, atom 50 (H): -0.04, atom 51 (O): -0.05, atom 52 (H): 0.00, atom 53 (H): -0.02, atom 54 (O): -0.04, atom 55 (H): -0.03, atom 56 (H): -0.02


(2)
This record from the OMol25 dataset describes a cluster of 14 separate species, C4H32NO15S in total in a non-equilibrium geometry. The level of theory is ωB97M-V/def2-TZVPD.

The geometry in XYZ format:
```
53
C4H32NO15S | the OMol25 dataset | ωB97M-V/def2-TZVPD
O -2.22 -1.22 -1.60
C -1.37 -1.37 -0.73
N -0.31 -0.55 -0.59
C 0.10 0.29 -1.69
C 1.08 -0.45 -2.64
S 2.33 0.97 -2.66
C 1.02 1.50 -1.27
O 1.35 1.38 -0.01
H -1.30 -2.22 -0.08
H 0.45 -0.74 0.06
H -0.70 0.75 -2.29
H 1.75 -1.15 -2.16
H 0.69 -0.72 -3.61
H 0.64 2.50 -1.58
H -2.62 -2.75 -2.85
H -1.79 -3.81 -2.10
O -2.27 -3.65 -2.92
H 2.17 -1.24 2.19
H 1.99 -0.51 0.58
O 1.88 -1.16 1.28
H -1.06 3.59 0.02
H -0.33 2.43 0.56
O -1.13 2.95 0.75
H -2.69 3.94 -1.92
H -1.27 3.68 -2.28
O -1.80 4.15 -1.62
H -0.02 -3.87 0.81
H 0.15 -5.20 0.17
O -0.20 -4.79 0.97
H -3.62 0.26 -2.25
H -4.15 1.04 -1.14
O -4.47 0.43 -1.82
H -3.11 2.64 2.46
H -2.10 1.73 2.62
O -3.05 1.67 2.50
H 4.03 -1.66 0.37
H 4.55 -0.17 0.59
O 4.66 -1.10 0.82
H 2.24 -2.73 0.42
H 2.37 -3.98 1.18
O 2.25 -3.71 0.26
H 3.40 3.31 0.27
H 2.94 1.89 0.27
O 3.64 2.47 0.68
H 1.84 0.79 3.10
H 3.24 1.50 3.17
O 2.73 0.76 3.50
H -0.45 1.77 2.78
H 0.61 1.64 1.61
O 0.39 1.42 2.53
H -4.20 -1.36 0.40
H -3.96 -0.26 1.57
O -4.34 -1.11 1.32
```

Properties
E_LUMO   2.03 eV
E_HOMO   -6.19 eV
Kohn-Sham gap   0.3022 hartree
Net charge   -1

Here is what Löwdin gives for the atomic charges, in e: atom 1 (O): -0.02, atom 2 (C): -0.30, atom 3 (N): 0.10, atom 4 (C): -0.35, atom 5 (C): -0.37, atom 6 (S): 0.75, atom 7 (C): -0.65, atom 8 (O): -0.28, atom 9 (H): 0.13, atom 10 (H): 0.09, atom 11 (H): 0.14, atom 12 (H): 0.04, atom 13 (H): 0.06, atom 14 (H): 0.09, atom 15 (H): 0.01, atom 16 (H): 0.01, atom 17 (O): -0.07, atom 18 (H): 0.08, atom 19 (H): 0.03, atom 20 (O): -0.07, atom 21 (H): 0.01, atom 22 (H): 0.00, atom 23 (O): -0.07, atom 24 (H): 0.06, atom 25 (H): 0.05, atom 26 (O): -0.05, atom 27 (H): -0.01, atom 28 (H): 0.04, atom 29 (O): -0.07, atom 30 (H): 0.01, atom 31 (H): 0.03, atom 32 (O): -0.07, atom 33 (H): 0.05, atom 34 (H): -0.01, atom 35 (O): -0.05, atom 36 (H): 0.00, atom 37 (H): 0.03, atom 38 (O): -0.05, atom 39 (H): 0.00, atom 40 (H): 0.05, atom 41 (O): -0.09, atom 42 (H): 0.02, atom 43 (H): -0.01, atom 44 (O): -0.10, atom 45 (H): -0.03, atom 46 (H): 0.02, atom 47 (O): -0.09, atom 48 (H): 0.02, atom 49 (H): 0.01, atom 50 (O): -0.04, atom 51 (H): 0.01, atom 52 (H): -0.01, atom 53 (O): -0.06


(3)
This record from the OMol25 dataset describes the molecule C4H7NOS in a non-equilibrium geometry. The level of theory is ωB97M-V/def2-TZVPD.

The geometry in XYZ format:
```
14
C4H7NOS | the OMol25 dataset | ωB97M-V/def2-TZVPD
H -1.59 2.16 0.28
N -1.01 1.37 -0.02
C -1.71 0.30 -0.09
O -3.03 0.19 -0.19
S -0.87 -1.25 0.00
C 0.75 -0.57 0.20
C 1.48 -0.79 1.30
C 1.35 0.09 -1.02
H -3.15 -0.76 -0.42
H 2.52 -0.29 1.52
H 0.90 -1.20 2.14
H 1.87 -0.62 -1.65
H 2.09 0.82 -0.66
H 0.41 0.53 -1.36
```

Properties
E_LUMO   0.45 eV
E_HOMO   -9.30 eV
Kohn-Sham gap   0.3582 hartree
SMILES   [H]/N=C(\O)SC(=C)C
Net charge   0

Here is what Löwdin gives for the atomic charges, in e: atom 1 (H): 0.08, atom 2 (N): 0.08, atom 3 (C): -0.79, atom 4 (O): 0.03, atom 5 (S): 1.00, atom 6 (C): -0.71, atom 7 (C): -0.02, atom 8 (C): -0.12, atom 9 (H): 0.09, atom 10 (H): 0.11, atom 11 (H): 0.05, atom 12 (H): 0.08, atom 13 (H): 0.09, atom 14 (H): 0.04


(4)
This record from the OMol25 dataset describes a structure of composition C46H24ClFIrN12O. The level of theory is ωB97M-V/def2-TZVPD.

The geometry in XYZ format:
```
86
C46H24ClFIrN12O | the OMol25 dataset | ωB97M-V/def2-TZVPD
Ir 0.49 0.39 -0.24
C -3.12 -3.17 0.39
C -3.87 -2.25 1.14
C -4.05 -0.95 0.69
C -3.46 -0.60 -0.51
C -3.38 0.64 -1.27
N -2.74 0.51 -2.42
C -2.23 -0.74 -2.39
N -1.26 -1.15 -3.25
C -0.21 -1.64 -2.72
C 0.79 -2.44 -3.44
C 0.92 -2.77 -4.78
C 1.99 -3.59 -5.13
C 2.87 -4.08 -4.17
C 2.72 -3.77 -2.82
C 1.66 -2.94 -2.49
C 1.25 -2.37 -1.20
N 1.89 -2.77 -0.09
C 1.63 -2.20 1.07
N 1.06 -1.01 1.21
C 0.72 -0.80 2.55
N 0.02 0.16 3.04
C -0.57 1.10 2.25
N -1.07 0.87 1.06
C -1.45 2.16 0.40
N -3.80 1.78 -0.66
C -1.02 3.19 1.43
C -1.04 4.57 1.39
C -0.63 5.26 2.53
C -0.23 4.58 3.69
C -0.23 3.20 3.73
C -0.63 2.52 2.59
C 1.27 -1.94 3.32
C 1.26 -2.23 4.67
C 1.86 -3.42 5.07
C 2.43 -4.29 4.15
C 2.42 -4.00 2.79
C 1.84 -2.81 2.40
N 0.19 -1.55 -1.35
C -2.70 -1.51 -1.24
C -2.52 -2.81 -0.80
H -3.00 -4.18 0.76
H -4.32 -2.57 2.07
H -4.63 -0.24 1.26
H 0.23 -2.39 -5.52
H 2.15 -3.85 -6.17
H 3.69 -4.72 -4.48
H 3.38 -4.16 -2.06
H -1.33 5.10 0.50
H -0.61 6.34 2.51
H 0.09 5.15 4.55
H 0.11 2.66 4.60
H 0.80 -1.55 5.38
H 1.87 -3.67 6.12
H 2.88 -5.20 4.50
H 2.85 -4.68 2.06
H -1.93 -3.53 -1.37
Cl 2.70 0.49 -5.44
C 3.00 0.40 -3.75
C 4.28 0.23 -3.26
C 4.46 0.16 -1.89
C 3.35 0.25 -1.06
N 2.12 0.41 -1.55
C 1.94 0.50 -2.87
H 5.12 0.15 -3.95
H 5.44 0.03 -1.46
H 3.44 0.20 0.01
H 0.92 0.63 -3.22
O 1.56 1.68 0.91
N 1.92 2.84 0.44
C 2.71 3.49 1.23
C 3.20 2.95 2.47
N 3.60 2.49 3.45
C 3.12 4.80 0.83
N 3.46 5.85 0.52
F -3.53 4.99 -2.25
C -2.77 3.95 -1.80
C -1.53 3.85 -2.27
C -0.59 2.79 -1.95
C -0.60 1.98 -0.90
C -2.97 2.40 0.34
C -3.54 3.20 -0.79
H -1.24 4.58 -3.02
H 0.15 2.61 -2.73
H -3.41 2.49 1.33
H -4.44 3.75 -0.55
```

Properties
E_LUMO (alpha / beta)   -1.69 / -1.84 eV
E_HOMO (alpha / beta)   -6.57 / -7.71 eV
Kohn-Sham gap (alpha / beta)   0.1791 / 0.2157 hartree
Spin multiplicity   2
Net charge   0

Here is what Löwdin gives for the atomic charges, in e: atom 1 (Ir): 1.40, atom 2 (C): -0.08, atom 3 (C): -0.08, atom 4 (C): -0.01, atom 5 (C): -0.12, atom 6 (C): -0.24, atom 7 (N): 0.21, atom 8 (C): -0.28, atom 9 (N): 0.23, atom 10 (C): -0.31, atom 11 (C): -0.12, atom 12 (C): -0.01, atom 13 (C): -0.07, atom 14 (C): -0.07, atom 15 (C): 0.00, atom 16 (C): -0.12, atom 17 (C): -0.28, atom 18 (N): 0.20, atom 19 (C): -0.27, atom 20 (N): 0.02, atom 21 (C): -0.22, atom 22 (N): 0.23, atom 23 (C): -0.27, atom 24 (N): 0.04, atom 25 (C): -0.30, atom 26 (N): 0.10, atom 27 (C): -0.12, atom 28 (C): 0.01, atom 29 (C): -0.05, atom 30 (C): -0.06, atom 31 (C): 0.00, atom 32 (C): -0.11, atom 33 (C): -0.09, atom 34 (C): 0.01, atom 35 (C): -0.06, atom 36 (C): -0.06, atom 37 (C): 0.00, atom 38 (C): -0.09, atom 39 (N): 0.05, atom 40 (C): -0.13, atom 41 (C): -0.02, atom 42 (H): 0.10, atom 43 (H): 0.10, atom 44 (H): 0.11, atom 45 (H): 0.12, atom 46 (H): 0.11, atom 47 (H): 0.10, atom 48 (H): 0.11, atom 49 (H): 0.12, atom 50 (H): 0.11, atom 51 (H): 0.11, atom 52 (H): 0.12, atom 53 (H): 0.12, atom 54 (H): 0.11, atom 55 (H): 0.11, atom 56 (H): 0.12, atom 57 (H): 0.11, atom 58 (Cl): 0.73, atom 59 (C): -0.63, atom 60 (C): -0.06, atom 61 (C): -0.02, atom 62 (C): -0.10, atom 63 (N): -0.08, atom 64 (C): -0.14, atom 65 (H): 0.12, atom 66 (H): 0.12, atom 67 (H): 0.12, atom 68 (H): 0.11, atom 69 (O): -0.31, atom 70 (N): 0.05, atom 71 (C): -0.30, atom 72 (C): -0.17, atom 73 (N): 0.18, atom 74 (C): -0.18, atom 75 (N): 0.16, atom 76 (F): 0.03, atom 77 (C): -0.22, atom 78 (C): -0.01, atom 79 (C): -0.13, atom 80 (C): -0.22, atom 81 (C): -0.10, atom 82 (C): -0.08, atom 83 (H): 0.12, atom 84 (H): 0.08, atom 85 (H): 0.16, atom 86 (H): 0.15


(5)
This record from the OMol25 dataset describes a structure of composition C7H16ClI2LaNO2P in a non-equilibrium geometry. The level of theory is ωB97M-V/def2-TZVPD.

The geometry in XYZ format:
```
31
C7H16ClI2LaNO2P | the OMol25 dataset | ωB97M-V/def2-TZVPD
I 1.00 2.46 1.63
I -0.76 -2.74 -1.25
La -0.53 0.26 -0.13
P 2.15 0.09 -1.44
C 3.49 -0.80 -0.59
C 1.84 -0.64 -3.08
H 1.74 2.40 -2.02
H 3.39 1.77 -2.51
H 3.01 2.25 -0.76
C 2.64 1.83 -1.71
H 0.90 -0.21 -3.48
H 2.73 -0.36 -3.66
H 4.35 -0.70 -1.27
H 3.17 -1.85 -0.44
H 1.70 -1.73 -2.96
H 3.66 -0.32 0.39
C 0.96 -1.23 1.64
O 1.37 -1.85 2.50
Cl -1.19 1.64 -2.26
C -4.48 0.63 2.36
N -3.68 -0.54 2.72
C -4.11 -1.50 3.70
C -2.56 -0.70 2.14
O -2.25 0.21 1.27
H -5.39 0.59 2.96
H -4.74 0.63 1.28
H -3.93 1.57 2.56
H -4.16 -2.50 3.23
H -3.36 -1.56 4.51
H -5.08 -1.19 4.08
H -1.89 -1.56 2.34
```

Properties
E_LUMO (alpha / beta)   -10.60 / -10.77 eV
E_HOMO (alpha / beta)   -15.44 / -15.33 eV
Kohn-Sham gap (alpha / beta)   0.1780 / 0.1677 hartree
Net charge   +2

Here is what Löwdin gives for the atomic charges, in e: atom 1 (I): 0.51, atom 2 (I): 0.48, atom 3 (La): 0.90, atom 4 (P): 0.62, atom 5 (C): -0.26, atom 6 (C): -0.27, atom 7 (H): 0.03, atom 8 (H): 0.07, atom 9 (H): 0.03, atom 10 (C): -0.27, atom 11 (H): 0.04, atom 12 (H): 0.06, atom 13 (H): 0.07, atom 14 (H): 0.06, atom 15 (H): 0.02, atom 16 (H): 0.06, atom 17 (C): -0.16, atom 18 (O): 0.14, atom 19 (Cl): -0.20, atom 20 (C): 0.03, atom 21 (N): -0.14, atom 22 (C): 0.01, atom 23 (C): -0.26, atom 24 (O): -0.37, atom 25 (H): 0.11, atom 26 (H): 0.12, atom 27 (H): 0.12, atom 28 (H): 0.12, atom 29 (H): 0.12, atom 30 (H): 0.11, atom 31 (H): 0.16


(6)
This record from the OMol25 dataset describes the molecule C3H4N4O in a non-equilibrium geometry. The level of theory is ωB97M-V/def2-TZVPD.

The geometry in XYZ format:
```
12
C3H4N4O | the OMol25 dataset | ωB97M-V/def2-TZVPD
H -2.98 0.71 0.05
N -2.61 -0.22 -0.04
C -1.33 -0.16 0.03
N -0.56 1.09 0.32
C 0.69 0.80 -0.03
O 1.63 1.54 -0.20
C 0.86 -0.64 0.08
N 2.00 -1.30 0.20
H 1.67 -2.23 -0.31
N -0.46 -1.12 -0.24
H -0.94 2.02 -0.27
H -0.67 -1.98 -0.03
```

Properties
E_LUMO   -0.35 eV
E_HOMO   -10.10 eV
Kohn-Sham gap   0.3581 hartree
SMILES   [H]/N=C1\NC(=O)/C(=N/[H])N1
Net charge   0

Here is what Löwdin gives for the atomic charges, in e: atom 1 (H): 0.04, atom 2 (N): 0.14, atom 3 (C): -0.45, atom 4 (N): 0.17, atom 5 (C): -0.52, atom 6 (O): 0.13, atom 7 (C): -0.29, atom 8 (N): 0.16, atom 9 (H): 0.10, atom 10 (N): 0.17, atom 11 (H): 0.25, atom 12 (H): 0.09